Entry 1:
# C4H7O3S

A cluster of 2 separate species, C4H7O3S in total in a non-equilibrium geometry (ωB97M-V with the def2-TZVPD basis set, the OMol25 dataset).

Results
lowest unoccupied orbital energy (spin up / spin down) = 0.1285 / 0.1285 Ha
molecular weight = 135.164 g mol⁻¹
gap between HOMO and LUMO (spin up / spin down) = 7.0 / 7.0 eV
energy above the lowest of the compared OMol25 structures with the same formula, charge and spin = 184.8 kJ/mol

Geometry as ORCA input:
```
! RIJCOSX wB97M-V def2-TZVPD def2/J DEFGRID3
* xyz -1 1
C 1.690 0.296 0.040
C -1.553 1.070 0.059
C 0.914 -0.250 -1.025
C -0.835 -0.102 0.736
O 2.148 -0.720 0.927
O 2.111 1.434 0.230
O 0.741 -1.586 -1.157
S -1.615 -1.593 0.499
H -1.590 0.979 -1.031
H -1.088 2.103 0.312
H -2.556 0.936 0.399
H 0.657 0.537 -1.810
H -0.298 0.193 1.660
H -0.113 -1.910 -0.731
H 1.387 -1.388 0.893
*
```

The computed Mulliken charges, all in e, follow: C 0.788; C -1.060; C -0.584; C -0.129; O -0.533; O -0.703; O -0.495; S -0.446; H 0.263; H 0.208; H 0.428; H 0.297; H 0.331; H 0.227; H 0.409

---

Entry 2:
# C4H7O3Yb

A structure of composition C4H7O3Yb in a non-equilibrium geometry (ωB97M-V with the def2-TZVPD basis set, the OMol25 dataset).

Results
lowest unoccupied orbital energy (spin up / spin down) = -0.3796 / -0.3797 Ha
molecular weight = 276.137 g mol⁻¹
gap between HOMO and LUMO (spin up / spin down) = 4.1 / 5.3 eV
energy above the lowest of the compared OMol25 structures with the same formula, charge and spin = 183.8 kJ/mol

Geometry as ORCA input:
```
! RIJCOSX wB97M-V def2-TZVPD def2/J DEFGRID3
* xyz 2 2
H -1.456 -1.886 2.976
Yb 2.086 0.802 6.939
O 0.219 0.412 5.521
C -0.193 -0.015 4.446
O -1.438 -0.338 4.323
C -1.895 -0.899 3.125
H -0.721 -0.324 1.777
H -2.956 -0.711 2.986
O 1.219 -0.669 0.801
C 0.469 0.189 1.232
C 0.339 1.507 0.545
H 0.413 0.212 3.235
H -0.033 1.398 -0.479
H -0.339 2.142 1.136
H 1.317 2.010 0.563
*
```

The computed Mulliken charges, all in e, follow: H 0.400; Yb 1.749; O -0.508; C 0.583; O -0.207; C -0.569; H 0.124; H 0.334; O -0.412; C 0.430; C -0.881; H 0.049; H 0.319; H 0.275; H 0.314

---

Entry 3:
# C4H7O4

A cluster of 2 separate species, C4H7O4 in total in a non-equilibrium geometry (ωB97M-V with the def2-TZVPD basis set, the OMol25 dataset).

Results
lowest unoccupied orbital energy = 0.1313 Ha
molecular weight = 119.096 g mol⁻¹
gap between HOMO and LUMO = 8.2 eV
energy above the lowest of the compared OMol25 structures with the same formula, charge and spin = 101.0 kJ/mol

Geometry as ORCA input:
```
! RIJCOSX wB97M-V def2-TZVPD def2/J DEFGRID3
* xyz -1 1
O -1.247 0.566 2.103
C -1.027 0.855 0.902
O -1.316 1.896 0.269
C -0.243 -0.241 0.119
C 1.016 -0.794 0.846
C 1.399 -2.041 0.169
O 0.844 -2.678 -0.688
H -0.017 0.177 -0.854
H -1.065 -0.954 0.088
H 1.626 0.098 0.819
H 0.678 -1.038 1.866
H 2.376 -2.524 0.534
H -0.548 1.684 -2.329
H -1.466 2.488 -1.481
O -1.010 2.505 -2.362
*
```

The computed Mulliken charges, all in e, follow: O -0.750; C 0.441; O -0.742; C -0.151; C -0.510; C 0.071; O -0.468; H -0.085; H 0.297; H 0.293; H 0.257; H 0.293; H 0.300; H 0.433; O -0.679

---

Entry 4:
# C4H7O4

A cluster of 2 separate species, C4H7O4 in total in a non-equilibrium geometry (ωB97M-V with the def2-TZVPD basis set, the OMol25 dataset).

Results
lowest unoccupied orbital energy (spin up / spin down) = 0.0353 / -0.0339 Ha
molecular weight = 119.096 g mol⁻¹
gap between HOMO and LUMO (spin up / spin down) = 9.4 / 9.5 eV
energy above the lowest of the compared OMol25 structures with the same formula, charge and spin = 0.0 kJ/mol

Geometry as ORCA input:
```
! RIJCOSX wB97M-V def2-TZVPD def2/J DEFGRID3
* xyz 0 4
O -0.488 -0.061 1.864
O 0.718 -0.075 2.128
C -5.044 -2.773 -1.047
C -4.493 -1.366 -1.058
O -5.207 -0.381 -1.018
O -3.127 -1.297 -1.111
C -2.643 0.081 -1.106
C -1.173 0.063 -1.029
H -4.233 -3.506 -1.088
H -5.606 -2.909 -0.124
H -5.684 -2.894 -1.919
H -3.054 0.625 -1.965
H -2.998 0.602 -0.219
H -0.665 1.017 -1.170
H -0.666 -0.896 -1.158
*
```

The computed Mulliken charges, all in e, follow: O 0.043; O -0.042; C -0.857; C 0.660; O -0.552; O -0.305; C 0.030; C -1.096; H 0.269; H 0.273; H 0.269; H 0.330; H 0.278; H 0.351; H 0.346

---

Entry 5:
# C4H7O4P

The ion C4H7O4P with charge -2 in a non-equilibrium geometry (ωB97M-V with the def2-TZVPD basis set, the OMol25 dataset).

Results
lowest unoccupied orbital energy = 0.2542 Ha
molecular weight = 150.070 g mol⁻¹
gap between HOMO and LUMO = 6.2 eV
energy above the lowest of the compared OMol25 structures with the same formula, charge and spin = 153.8 kJ/mol

Geometry as ORCA input:
```
! RIJCOSX wB97M-V def2-TZVPD def2/J DEFGRID3
* xyz -2 1
C -0.174 -1.303 1.524
C -0.453 -0.700 0.152
O -1.665 -0.239 0.028
C 0.726 0.483 0.042
C 0.364 1.836 0.605
O 1.280 0.727 -1.355
P 2.331 -0.173 -0.154
O 2.594 -1.565 -0.498
O 3.573 0.612 0.178
H -0.531 -0.519 2.240
H 0.840 -1.526 1.846
H -0.729 -2.251 1.613
H -0.156 -1.516 -0.532
H 0.887 2.692 0.211
H 0.502 1.699 1.660
H -0.727 1.973 0.516
*
```

The computed Mulliken charges, all in e, follow: C -1.369; C 0.247; O -0.959; C 1.120; C -1.675; O -0.704; P 0.633; O -0.711; O -0.831; H 0.250; H 0.374; H 0.327; H 0.248; H 0.413; H 0.330; H 0.308

---

Entry 6:
# C4H7OP

A structure of composition C4H7OP in a non-equilibrium geometry (ωB97M-V with the def2-TZVPD basis set, the OMol25 dataset).

Results
lowest unoccupied orbital energy = -0.0282 Ha
molecular weight = 102.073 g mol⁻¹
gap between HOMO and LUMO = 7.3 eV
energy above the lowest of the compared OMol25 structures with the same formula, charge and spin = 261.0 kJ/mol

Geometry as ORCA input:
```
! RIJCOSX wB97M-V def2-TZVPD def2/J DEFGRID3
* xyz 0 1
C 0.969 0.172 -0.080
C -0.091 -0.371 -0.968
C -0.376 0.841 -0.171
C -1.357 0.979 0.952
O -3.499 -0.426 -0.965
P -3.433 -0.031 0.418
H 1.084 -0.414 0.756
H 1.789 0.693 -0.513
H 0.238 -0.169 -2.108
H -0.608 -1.355 -0.841
H -0.432 1.801 -0.704
H -1.384 1.920 1.356
H -1.273 0.198 1.717
*
```

The computed Mulliken charges, all in e, follow: C -0.718; C -0.402; C 0.365; C -1.498; O -0.334; P 0.466; H 0.277; H 0.258; H 0.174; H 0.250; H 0.249; H 0.529; H 0.386

---

Listing DFT total energy for the structures above in their given order: -21238.8219; -41910.9420; -12452.7913; -12445.9278; -21739.2925; -15594.7320 eV.